{
  "formula": "C49H129BBaF4N15O25",
  "method": "the ωB97M-V functional and the def2-TZVPD basis",
  "largest_force_ev_per_a": 3.4,
  "multiplicity": 1,
  "orbital_gap_ev": 8.69,
  "total_charge": 1,
  "homo_energy_ev": -10.221,
  "species": ["Ba", "B", "F", "F", "F", "F", "C", "C", "C", "C", "C", "C", "N", "O", "C", "C", "C", "H", "H", "H", "H", "H", "H", "H", "H", "H", "H", "H", "H", "H", "H", "H", "H", "H", "H", "H", "C", "C", "C", "C", "C", "C", "N", "O", "C", "C", "C", "H", "H", "H", "H", "H", "H", "H", "H", "H", "H", "H", "H", "H", "H", "H", "H", "H", "H", "H", "C", "C", "C", "C", "C", "C", "N", "O", "C", "C", "C", "H", "H", "H", "H", "H", "H", "H", "H", "H", "H", "H", "H", "H", "H", "H", "H", "H", "H", "H", "C", "O", "N", "N", "H", "H", "H", "H", "C", "O", "N", "N", "H", "H", "H", "H", "C", "O", "N", "N", "H", "H", "H", "H", "C", "O", "N", "N", "H", "H", "H", "H", "C", "O", "N", "N", "H", "H", "H", "H", "C", "O", "N", "N", "H", "H", "H", "H", "C", "C", "O", "O", "H", "H", "H", "H", "H", "H", "C", "C", "O", "O", "H", "H", "H", "H", "H", "H", "C", "C", "O", "O", "H", "H", "H", "H", "H", "H", "C", "C", "O", "O", "H", "H", "H", "H", "H", "H", "C", "C", "O", "O", "H", "H", "H", "H", "H", "H", "C", "C", "O", "O", "H", "H", "H", "H", "H", "H", "C", "C", "O", "O", "H", "H", "H", "H", "H", "H", "C", "C", "O", "O", "H", "H", "H", "H", "H", "H"],
  "xyz": [[-1.502, 1.499, 1.140], [-0.110, -2.152, 1.087], [-1.170, -1.274, 0.778], [-0.286, -3.338, 0.345], [1.148, -1.596, 0.652], [0.004, -2.300, 2.444], [4.366, 2.644, -2.284], [3.889, 4.050, -2.647], [2.511, 3.875, -3.388], [1.928, 5.269, -3.595], [1.706, 5.956, -2.286], [2.948, 6.079, -1.408], [3.660, 4.825, -1.435], [4.861, 5.060, -0.622], [3.832, 7.304, -1.793], [2.519, 6.281, 0.086], [4.967, 4.687, -3.512], [3.696, 2.163, -1.548], [5.385, 2.651, -2.050], [4.230, 2.091, -3.176], [2.664, 3.396, -4.396], [1.892, 3.277, -2.750], [0.978, 5.122, -4.133], [2.522, 5.934, -4.211], [0.855, 5.408, -1.779], [1.348, 6.972, -2.441], [4.678, 7.426, -1.067], [4.105, 7.124, -2.796], [3.231, 8.216, -1.703], [3.430, 6.224, 0.757], [1.992, 7.189, 0.210], [1.767, 5.525, 0.348], [5.475, 3.983, -4.140], [5.745, 5.227, -2.968], [4.523, 5.400, -4.232], [5.176, 4.174, -0.474], [2.818, -1.900, -2.396], [4.151, -2.626, -2.497], [4.773, -3.139, -1.199], [3.895, -4.256, -0.591], [4.115, -5.371, -1.588], [3.467, -4.961, -2.952], [4.124, -3.714, -3.434], [3.497, -3.256, -4.676], [3.907, -6.056, -3.928], [1.980, -4.951, -2.791], [5.116, -1.588, -3.149], [2.985, -0.921, -1.933], [2.023, -2.459, -1.894], [2.521, -1.649, -3.431], [5.745, -3.641, -1.573], [5.004, -2.307, -0.500], [2.822, -3.915, -0.564], [4.221, -4.506, 0.439], [3.525, -6.286, -1.322], [5.175, -5.663, -1.446], [5.013, -5.991, -4.022], [3.758, -7.078, -3.550], [3.437, -5.915, -4.907], [1.638, -4.045, -2.236], [1.568, -4.950, -3.864], [1.639, -5.927, -2.355], [4.790, -1.130, -4.103], [6.073, -2.107, -3.361], [5.245, -0.889, -2.367], [4.212, -3.282, -5.314], [0.366, -1.661, -6.920], [-1.141, -2.061, -6.865], [-1.302, -3.134, -7.912], [-2.657, -3.809, -7.934], [-2.987, -4.303, -6.530], [-2.862, -3.200, -5.529], [-1.464, -2.712, -5.631], [-1.084, -1.861, -4.559], [-4.056, -2.214, -5.575], [-2.944, -3.844, -4.161], [-1.913, -0.798, -7.179], [0.986, -2.505, -6.735], [0.592, -0.917, -6.120], [0.515, -1.113, -7.890], [-0.926, -2.724, -8.875], [-0.610, -3.950, -7.621], [-2.712, -4.712, -8.612], [-3.385, -3.085, -8.265], [-2.288, -5.072, -6.254], [-4.012, -4.751, -6.481], [-4.922, -2.672, -5.126], [-3.780, -1.335, -4.982], [-4.417, -1.794, -6.476], [-3.899, -4.362, -4.156], [-2.074, -4.437, -3.969], [-3.031, -3.086, -3.422], [-1.494, -0.086, -7.850], [-2.061, -0.449, -6.151], [-2.907, -0.908, -7.623], [-0.147, -2.072, -4.459], [-4.752, 0.353, -0.895], [-3.642, 0.734, -0.457], [-5.114, 0.377, -2.201], [-5.721, 0.052, -0.034], [-4.366, 0.530, -2.875], [-6.002, -0.066, -2.441], [-6.367, -0.717, -0.280], [-5.443, 0.069, 0.927], [-3.450, 2.023, 4.489], [-2.446, 2.212, 3.754], [-4.752, 2.017, 4.017], [-3.267, 1.910, 5.829], [-4.963, 2.141, 3.004], [-5.522, 2.424, 4.584], [-2.360, 2.203, 6.178], [-4.042, 1.716, 6.480], [-2.105, -2.338, 6.689], [-2.822, -1.396, 7.034], [-2.595, -3.497, 6.118], [-0.736, -2.228, 6.694], [-3.569, -3.636, 6.234], [-2.001, -4.279, 5.893], [-0.277, -3.152, 6.596], [-0.206, -1.607, 7.337], [-3.411, -1.071, 2.675], [-3.881, 0.016, 2.374], [-3.786, -2.247, 2.122], [-2.561, -1.260, 3.741], [-3.497, -3.112, 2.499], [-4.297, -2.235, 1.279], [-2.663, -0.612, 4.511], [-2.529, -2.141, 4.143], [0.349, 0.447, -2.004], [0.823, 1.092, -2.945], [-0.530, -0.546, -2.141], [0.648, 0.783, -0.657], [-0.996, -0.654, -3.020], [-0.636, -1.223, -1.380], [0.792, 0.054, 0.078], [1.366, 1.533, -0.672], [1.463, 0.934, 3.800], [1.633, 1.836, 4.608], [0.151, 0.629, 3.512], [2.424, 0.133, 3.225], [-0.041, -0.286, 3.073], [-0.584, 1.062, 4.008], [3.326, 0.318, 3.618], [2.246, -0.843, 3.030], [-0.546, 1.181, 7.722], [0.872, 0.662, 7.814], [0.782, -0.466, 8.650], [-0.652, 2.353, 6.949], [-0.916, 1.423, 8.703], [-1.117, 0.364, 7.343], [1.600, 1.404, 8.162], [1.318, 0.339, 6.809], [1.225, -0.293, 9.484], [-0.110, 2.145, 6.146], [-1.409, -6.672, 0.579], [-2.071, -5.656, -0.385], [-2.545, -4.451, 0.235], [-0.422, -6.012, 1.331], [-0.983, -7.441, -0.087], [-2.169, -7.102, 1.149], [-2.968, -6.110, -0.782], [-1.291, -5.470, -1.191], [-1.853, -3.788, 0.243], [-0.186, -5.139, 0.899], [-2.872, 2.186, -5.304], [-1.357, 2.421, -5.256], [-0.882, 2.845, -4.019], [-3.255, 1.407, -4.144], [-3.167, 1.626, -6.164], [-3.475, 3.069, -5.347], [-1.122, 3.213, -5.995], [-0.845, 1.519, -5.551], [-0.129, 2.247, -3.800], [-2.659, 1.658, -3.416], [3.916, 2.301, 1.209], [4.349, 3.040, 2.523], [5.342, 2.119, 2.874], [2.714, 2.991, 0.715], [3.659, 1.274, 1.469], [4.789, 2.310, 0.451], [3.554, 2.956, 3.229], [4.641, 4.097, 2.458], [6.113, 2.494, 3.383], [2.933, 3.649, -0.035], [1.151, -5.043, 4.435], [1.969, -3.941, 3.828], [2.051, -2.747, 4.656], [-0.276, -4.684, 4.753], [1.490, -5.234, 5.403], [1.255, -5.958, 3.773], [1.806, -3.738, 2.731], [3.021, -4.370, 3.904], [1.172, -2.374, 4.810], [-0.774, -4.459, 3.939], [-5.182, 1.269, 8.974], [-4.392, 2.597, 9.089], [-3.012, 2.479, 9.297], [-5.038, 0.666, 7.691], [-6.271, 1.433, 9.057], [-4.874, 0.562, 9.721], [-4.903, 3.229, 9.832], [-4.587, 3.030, 8.106], [-2.866, 2.066, 10.156], [-4.378, -0.029, 7.784], [-2.925, 4.669, -0.160], [-2.930, 3.738, -1.347], [-1.755, 2.928, -1.256], [-2.842, 3.912, 1.031], [-3.732, 5.372, -0.230], [-1.995, 5.262, -0.262], [-2.949, 4.329, -2.257], [-3.840, 3.170, -1.389], [-1.172, 3.093, -2.067], [-2.532, 4.549, 1.701], [-0.068, 4.740, 3.715], [0.675, 4.737, 2.425], [0.331, 3.616, 1.598], [-1.514, 4.811, 3.659], [0.303, 5.574, 4.373], [0.296, 3.811, 4.231], [1.764, 4.586, 2.646], [0.422, 5.654, 1.949], [1.218, 3.437, 1.170], [-1.801, 3.844, 3.676]],
  "forces_ev_per_angstrom": [[-1.03, 0.50, -0.11], [1.49, 0.22, -0.58], [0.08, 0.22, -0.07], [0.49, 0.46, 0.34], [-0.77, -0.04, 0.09], [-0.51, -0.39, 0.45], [-2.08, 0.47, 0.31], [0.41, -0.36, -0.63], [1.94, 1.62, -0.68], [-0.82, -0.54, -0.64], [-1.29, -0.07, 0.83], [-0.21, 1.09, 1.57], [-0.29, -0.91, 1.88], [-0.49, -0.04, -1.28], [-0.66, -0.33, 1.63], [0.85, -1.34, -0.37], [-0.32, 1.16, -1.14], [0.58, 0.27, -0.08], [1.57, -0.31, 0.76], [0.16, -0.85, -0.98], [-0.01, 0.14, 1.18], [-0.56, -0.42, 0.11], [0.08, 0.36, 0.19], [0.40, -0.27, -0.40], [0.98, 0.47, -0.01], [-0.17, 0.09, -0.06], [-0.56, -0.33, -1.03], [0.91, 0.41, -1.13], [0.03, -0.19, -0.23], [-1.28, 0.14, -0.69], [-0.26, 1.34, 0.11], [0.56, -0.06, -0.04], [0.24, -0.73, -0.28], [-0.26, -0.15, 0.28], [0.22, -0.14, 0.42], [0.36, -0.62, 0.28], [-0.30, 0.68, -0.16], [0.34, 1.76, -1.21], [0.82, -0.38, -0.17], [0.02, 1.00, 0.20], [-1.55, -1.01, 1.10], [2.53, -1.08, -0.09], [-0.54, -1.41, -0.67], [-0.13, -0.51, 0.94], [0.85, -0.17, -0.18], [-1.53, -0.05, -1.57], [0.42, -1.41, -0.27], [-0.21, -0.22, 0.34], [0.24, 0.59, 0.04], [-0.15, -0.31, 0.50], [-1.13, 0.98, 0.99], [-0.16, -0.43, -0.51], [1.01, -0.40, 0.25], [-0.20, 0.05, -0.55], [0.51, 0.58, 0.02], [-0.43, 0.18, -1.17], [-0.65, 0.16, -0.22], [-0.52, 0.35, -0.09], [0.12, -0.22, 0.10], [-0.17, -1.36, -0.51], [0.19, 0.33, 1.59], [0.21, 1.05, -0.09], [-0.23, -0.22, 0.76], [-0.35, 0.36, 0.22], [0.53, 1.37, 0.46], [0.23, -0.14, 0.00], [-1.12, 1.77, 0.37], [1.50, 0.17, -2.07], [1.05, -1.34, -0.80], [-0.30, -0.86, -0.58], [-0.89, -0.10, -1.07], [0.00, 0.16, 1.24], [-0.29, -0.01, -0.16], [-0.45, 0.18, 0.42], [0.89, 0.72, 1.00], [-0.85, 0.33, -0.35], [-1.74, -0.17, 1.23], [0.70, -0.71, -0.30], [-0.15, -0.32, -0.53], [0.27, -0.95, 0.85], [-0.61, -0.38, 0.35], [0.10, 0.43, -0.26], [0.27, 1.16, 0.36], [-0.60, 0.09, -0.20], [0.39, -0.53, 0.10], [0.72, 0.43, -0.04], [-0.21, -0.33, 0.39], [-0.17, -0.10, 0.24], [0.10, -0.02, -1.40], [0.15, -0.67, 0.30], [0.28, -0.66, 0.15], [0.12, 0.67, 0.88], [1.14, 0.54, -0.11], [-0.12, 1.08, -0.43], [0.00, -0.58, 0.26], [-0.06, -0.10, 0.18], [1.46, 1.21, -0.25], [-0.34, -0.11, -0.99], [0.34, -0.55, 0.40], [-2.21, -1.79, 0.54], [-0.61, -0.13, -0.23], [0.72, 0.44, -0.24], [0.45, 1.04, 0.23], [0.37, -0.10, 0.56], [-0.65, 1.10, 0.96], [-0.15, -0.57, -0.52], [-0.85, 0.82, -0.41], [-1.01, -0.07, -1.11], [0.99, -0.32, 1.34], [1.28, -0.72, -0.23], [0.15, -0.08, 0.27], [0.51, -0.11, -0.47], [0.35, 1.05, 0.04], [-0.18, -0.71, -0.08], [0.48, 0.81, 0.11], [1.22, -1.50, 0.23], [-0.70, -0.19, 0.09], [0.15, -0.03, 0.14], [-0.19, 0.99, -0.09], [-1.14, -0.51, -0.38], [-0.79, -1.43, 1.58], [0.55, 0.40, -0.82], [0.01, 0.93, -0.14], [0.25, 2.47, -0.21], [0.35, -0.78, 0.03], [-0.39, -0.13, -0.80], [-0.06, 0.50, -0.23], [0.21, -2.22, 0.46], [0.35, 0.06, 1.03], [-0.37, 0.09, 0.50], [0.06, -0.50, 0.84], [0.98, 0.86, -0.48], [-0.06, -0.51, -0.39], [-0.36, 0.58, -0.68], [0.27, 0.39, -1.36], [-0.40, -0.88, 0.43], [-1.32, -0.69, 1.04], [1.15, 0.41, -0.24], [0.79, -2.09, -2.35], [-0.36, 0.93, 0.22], [-0.01, 0.55, 0.74], [-0.68, 0.54, 0.80], [0.50, -0.04, 0.12], [-0.26, 0.06, 0.04], [0.91, 0.42, 0.25], [0.97, 0.20, -1.24], [0.39, -0.70, 0.40], [0.70, -0.27, -1.58], [-0.06, 0.03, 0.39], [-0.93, -0.48, -0.43], [-0.30, 0.01, 0.26], [-0.90, 0.35, 1.04], [-0.01, -0.10, 0.02], [-0.40, 0.74, 0.60], [0.58, 1.83, -2.41], [0.77, 0.11, -0.12], [-0.47, -0.79, -0.10], [0.77, 1.09, 0.14], [0.03, 0.00, 0.36], [-0.93, -0.72, 1.60], [-0.03, -0.25, -0.57], [-1.11, 0.19, 0.65], [0.04, -0.20, -0.08], [-0.49, -1.64, 0.66], [0.53, -0.69, 1.59], [-0.68, 0.92, -1.81], [0.37, -0.12, 1.09], [0.30, 0.12, -0.15], [0.16, -0.58, -0.64], [-0.10, 0.97, 0.29], [-0.08, -0.43, 0.03], [0.13, -0.46, -0.16], [-0.29, 0.25, 0.23], [-0.05, 0.12, -0.26], [0.04, 2.61, -0.37], [-0.09, -1.44, -1.56], [2.89, 0.15, 1.83], [0.98, 0.02, -1.62], [-0.01, 0.23, -0.20], [-1.53, -0.02, 1.10], [-0.88, 0.18, 0.58], [0.21, -0.35, -0.46], [-1.48, -0.40, -0.76], [0.07, -0.84, 0.90], [-2.24, -0.02, -1.55], [1.91, 0.22, 0.12], [-0.23, -0.57, -0.80], [0.97, -0.11, -1.19], [0.85, -0.52, 1.42], [-0.53, 0.95, 0.78], [-0.22, -0.05, 1.25], [-1.07, 0.57, -0.29], [-0.11, -0.31, -0.18], [0.74, -0.33, 0.33], [-0.34, 0.58, -0.33], [-1.77, -0.61, -0.26], [0.07, -0.17, -0.08], [0.34, -0.03, 0.10], [0.48, 0.30, 0.37], [0.09, -0.37, 0.67], [0.33, -0.05, -0.01], [0.50, 0.53, 0.09], [-0.03, 0.06, 0.00], [0.23, -0.28, -0.44], [1.63, 0.11, -1.12], [0.31, 0.67, 0.17], [0.89, 0.10, -1.62], [-0.37, 0.60, 0.45], [-0.86, 0.19, 0.39], [-0.26, -0.08, 0.14], [0.31, 0.19, -0.22], [-0.28, -0.88, 0.24], [-1.28, -0.35, 1.31], [-0.01, -0.50, 0.35], [0.36, -0.68, 2.22], [0.20, -0.78, 0.55], [0.49, 0.07, -0.37], [0.82, -1.63, -0.65], [-0.41, -0.53, -0.81], [-0.79, 0.55, -0.10], [-0.82, 0.87, -0.05], [0.27, 0.85, -0.90], [-0.87, -0.52, 0.28], [0.10, 1.46, 0.17]]
}